Here is 6 unconnected molecules or ions with the total composition C10H34N11O10P at a distorted geometry from the OMol25 dataset. Energies are from the ωB97M-V functional and the def2-TZVPD basis.

The largest force on an atom comes out at 1.25 eV/Å. As for the HOMO-LUMO gap: 9.73 eV. Its SMILES is COCCCO[P@](=O)(O)OCN.NC(N)=O.NC(N)=O.NC(N)=O.NC(N)=O.NC(N)=O. The value obtained for the electronic energy is -57084.5161 eV.

Bonds (Å) are listed after each position.
Element x y z (Å)
1 C 3.129 -2.150 1.067  O2 1.421, H13 1.095, H14 1.090, H15 1.092
2 O 3.244 -0.939 1.802  C1 1.421, C3 1.415
3 C 3.759 0.096 0.986  O2 1.415, C4 1.532, H16 1.097, H17 1.099
4 C 3.940 1.385 1.794  C3 1.532, C5 1.536, H18 1.092, H19 1.090
5 C 3.439 2.642 1.067  C4 1.536, O6 1.445, H20 1.091, H21 1.088
6 O 2.292 3.276 1.677  C5 1.445, P7 1.582
7 P 0.886 2.555 1.744  O6 1.582, O8 1.477, O9 1.589, O10 1.587
8 O -0.239 3.511 1.783  P7 1.477
9 O 0.933 1.733 3.104  P7 1.589, H22 0.963
10 O 0.859 1.609 0.470  P7 1.587, C11 1.455
11 C -0.236 0.663 0.325  O10 1.455, N12 1.432, H23 1.091, H24 1.091
12 N -0.128 -0.440 1.233  C11 1.432, H25 1.011, H26 1.012
13 H 3.937 -2.846 1.315  C1 1.095
14 H 2.187 -2.652 1.284  C1 1.090
15 H 3.193 -1.953 -0.005  C1 1.092
16 H 4.710 -0.220 0.540  C3 1.097
17 H 3.064 0.270 0.153  C3 1.099
18 H 5.009 1.509 1.975  C4 1.092
19 H 3.478 1.278 2.774  C4 1.090
20 H 3.248 2.421 0.017  C5 1.091
21 H 4.212 3.407 1.095  C5 1.088
22 H 0.149 1.972 3.609  O9 0.963
23 H -1.192 1.177 0.426  C11 1.091
24 H -0.162 0.326 -0.710  C11 1.091
25 H -1.041 -0.662 1.605  N12 1.011
26 H 0.229 -1.256 0.753  N12 1.012
27 C -1.065 -3.525 -0.619  O28 1.223, N29 1.368, N30 1.359
28 O 0.127 -3.281 -0.493  C27 1.223
29 N -1.907 -3.608 0.456  C27 1.368, H31 1.002, H32 1.002
30 N -1.643 -3.715 -1.834  C27 1.359, H33 1.002, H34 1.002
31 H -2.888 -3.790 0.376  N29 1.002
32 H -1.504 -3.484 1.366  N29 1.002
33 H -1.055 -3.622 -2.640  N30 1.002
34 H -2.625 -3.862 -1.964  N30 1.002
35 C -4.522 3.258 1.087  O36 1.224, N37 1.368, N38 1.361
36 O -5.559 3.084 0.462  C35 1.224
37 N -4.518 3.543 2.425  C35 1.368, H39 1.002, H40 1.002
38 N -3.291 3.178 0.511  C35 1.361, H41 1.008, H42 1.006
39 H -3.678 3.704 2.948  N37 1.002
40 H -5.406 3.615 2.883  N37 1.002
41 H -3.267 2.972 -0.475  N38 1.008
42 H -2.424 3.299 1.006  N38 1.006
43 C 5.848 -5.461 -0.020  O44 1.217, N45 1.369, N46 1.369
44 O 6.221 -4.310 -0.150  C43 1.217
45 N 5.253 -5.915 1.126  C43 1.369, H47 1.002, H48 1.003
46 N 5.993 -6.394 -1.011  C43 1.369, H49 1.002, H50 1.002
47 H 4.935 -6.856 1.251  N45 1.002
48 H 5.131 -5.254 1.870  N45 1.003
49 H 6.424 -6.091 -1.864  N46 1.002
50 H 5.691 -7.346 -0.927  N46 1.002
51 C -2.241 3.863 -3.119  O52 1.228, N53 1.359, N54 1.361
52 O -3.364 3.464 -2.819  C51 1.228
53 N -1.923 4.291 -4.369  C51 1.359, H55 1.002, H56 1.003
54 N -1.252 3.898 -2.184  C51 1.361, H57 1.002, H58 1.002
55 H -1.011 4.618 -4.625  N53 1.002
56 H -2.650 4.273 -5.060  N53 1.003
57 H -1.510 3.536 -1.287  N54 1.002
58 H -0.320 4.235 -2.332  N54 1.002
59 C -4.517 -0.196 -1.674  O60 1.226, N61 1.373, N62 1.355
60 O -3.689 -0.986 -2.116  C59 1.226
61 N -5.563 -0.613 -0.890  C59 1.373, H63 1.003, H64 1.001
62 N -4.478 1.140 -1.899  C59 1.355, H65 1.006, H66 1.008
63 H -6.241 0.017 -0.503  N61 1.003
64 H -5.638 -1.594 -0.703  N61 1.001
65 H -3.736 1.517 -2.465  N62 1.006
66 H -5.155 1.781 -1.517  N62 1.008